Computed, not measured: 12 unconnected molecules or ions with the total composition C26H71I2N3O13S, with ωB97M-V/def2-TZVPD.

Bonds (Å) are listed after each position.
Geometry (Å):
1 C -0.25869 1.63691 2.29980  O2 1.414, H24 1.092, H25 1.089, H26 1.103
2 O -0.24312 0.47398 1.49612  C1 1.414, C3 1.415
3 C -1.56884 0.04118 1.25787  O2 1.415, C4 1.521, H27 1.102, H28 1.097
4 C -1.65494 -1.16646 0.33686  C3 1.521, C5 1.551, N18 1.470, H29 1.097
5 C -0.75933 -1.03992 -0.92321  C4 1.551, C6 1.534, H30 1.092, H31 1.096
6 C -1.53685 -0.63515 -2.18149  C5 1.534, C7 1.537, H32 1.096, H33 1.094
7 C -1.87918 0.86300 -2.20567  C6 1.537, C8 1.541, H34 1.095, H35 1.092
8 C -1.24378 1.67348 -3.35142  C7 1.541, C9 1.535, H36 1.095, H37 1.097
9 C -0.59205 2.98671 -2.89551  C8 1.535, C10 1.533, H38 1.094, H39 1.097
10 C 0.61692 3.41411 -3.73498  C9 1.533, C11 1.526, H40 1.095, H41 1.095
11 C 1.93927 3.02834 -3.07784  C10 1.526, S12 1.821, H42 1.092, H43 1.092
12 S 3.33162 3.78157 -3.97796  C11 1.821, C13 1.730
13 C 4.40878 2.44043 -4.16552  S12 1.730, N14 1.287, O17 1.369
14 N 5.56107 2.28558 -3.61356  C13 1.287, N15 1.398
15 N 6.09691 1.10820 -4.14345  N14 1.398, C16 1.278
16 C 5.22258 0.66246 -4.96213  N15 1.278, O17 1.352, H44 1.080
17 O 4.11844 1.43839 -5.05136  C13 1.369, C16 1.352
18 N -1.58173 -2.45750 1.03533  C4 1.470, C19 1.425, H45 1.015
19 C -0.52795 -2.80039 1.93163  N18 1.425, I20 2.207, C21 1.540, H46 1.090
20 I -0.95471 -2.15083 3.99771  C19 2.207
21 C 0.91880 -2.42898 1.55847  C19 1.540, C22 1.521, I23 2.179, H47 1.088
22 C 1.95506 -2.48668 2.67028  C21 1.521, H48 1.092, H49 1.092, H50 1.092
23 I 1.57043 -3.84927 0.03968  C21 2.179
24 H -0.57515 1.44088 3.32683  C1 1.092
25 H 0.72315 2.10840 2.29815  C1 1.089
26 H -0.97179 2.36546 1.87808  C1 1.103
27 H -2.12005 0.85731 0.76344  C3 1.102
28 H -2.08780 -0.15286 2.20478  C3 1.097
29 H -2.68942 -1.12354 -0.02624  C4 1.097
30 H -0.25386 -1.99116 -1.09958  C5 1.092
31 H 0.02506 -0.29503 -0.74917  C5 1.096
32 H -0.91626 -0.88557 -3.05006  C6 1.096
33 H -2.44878 -1.23634 -2.24144  C6 1.094
34 H -1.58051 1.32146 -1.25684  C7 1.095
35 H -2.96340 0.97931 -2.27035  C7 1.092
36 H -2.03288 1.92588 -4.06702  C8 1.095
37 H -0.51688 1.06400 -3.90244  C8 1.097
38 H -1.33501 3.78912 -2.92907  C9 1.094
39 H -0.28782 2.88535 -1.84636  C9 1.097
40 H 0.60382 4.50119 -3.86763  C10 1.095
41 H 0.57412 2.97015 -4.73495  C10 1.095
42 H 1.99020 3.41885 -2.05881  C11 1.092
43 H 2.06336 1.94518 -3.02329  C11 1.092
44 H 5.27703 -0.23594 -5.55876  C16 1.080
45 H -1.69276 -3.21161 0.36491  N18 1.015
46 H -0.59523 -3.87775 2.08132  C19 1.090
47 H 0.95348 -1.45422 1.07735  C21 1.088
48 H 2.96003 -2.50366 2.24401  C22 1.092
49 H 1.84146 -3.38453 3.28123  C22 1.092
50 H 1.86940 -1.59199 3.28986  C22 1.092
51 C 5.07711 6.55485 -6.60729  O52 1.419, H53 1.088, H54 1.094, H55 1.094
52 O 6.02721 5.71436 -5.97195  C51 1.419, H56 0.961
53 H 5.50918 7.55287 -6.63394  C51 1.088
54 H 4.86958 6.23915 -7.63387  C51 1.094
55 H 4.13505 6.59743 -6.05310  C51 1.094
56 H 5.66322 4.82574 -5.92633  O52 0.961
57 C -5.65849 -0.33812 -0.84654  O58 1.426, H59 1.088, H60 1.094, H61 1.094
58 O -4.76417 -1.35856 -1.28437  C57 1.426, H62 0.962
59 H -5.09792 0.59433 -0.81497  C57 1.088
60 H -6.49775 -0.22235 -1.53877  C57 1.094
61 H -6.04529 -0.55412 0.15331  C57 1.094
62 H -5.25176 -2.18671 -1.31767  O58 0.962
63 C 3.44778 3.00939 3.31374  O64 1.425, H65 1.088, H66 1.090, H67 1.094
64 O 2.98896 3.23862 1.98436  C63 1.425, H68 0.961
65 H 3.90023 2.01958 3.31835  C63 1.088
66 H 4.19032 3.74571 3.62158  C63 1.090
67 H 2.62340 3.02345 4.03211  C63 1.094
68 H 2.58382 4.11019 1.95924  O64 0.961
69 C 2.70257 1.27051 -8.11349  O70 1.421, H71 1.088, H72 1.092, H73 1.094
70 O 3.23517 0.90599 -9.37943  C69 1.421, H74 0.961
71 H 1.62740 1.11573 -8.17040  C69 1.088
72 H 3.10135 0.64929 -7.30926  C69 1.092
73 H 2.89174 2.32165 -7.87852  C69 1.094
74 H 4.18670 1.03979 -9.36146  O70 0.961
75 C -1.45286 -6.60460 0.93745  O76 1.424, H77 1.085, H78 1.093, H79 1.095
76 O -1.58913 -5.60139 -0.06463  C75 1.424, H80 0.965
77 H -2.42046 -7.08067 1.06103  C75 1.085
78 H -0.71721 -7.35953 0.64712  C75 1.093
79 H -1.15829 -6.17702 1.90102  C75 1.095
80 H -0.73359 -5.16643 -0.16439  O76 0.965
81 C -4.34769 -6.64281 3.48143  O82 1.426, H83 1.088, H84 1.093, H85 1.091
82 O -3.59026 -7.76779 3.04154  C81 1.426, H86 0.961
83 H -3.69264 -5.77669 3.40845  C81 1.088
84 H -5.22220 -6.47573 2.84779  C81 1.093
85 H -4.68037 -6.75953 4.51371  C81 1.091
86 H -4.15107 -8.54632 3.09618  O82 0.961
87 C -0.51633 3.10221 6.60086  O88 1.421, H89 1.088, H90 1.093, H91 1.094
88 O -0.45038 2.15792 5.54141  C87 1.421, H92 0.962
89 H -0.09672 4.03175 6.22204  C87 1.088
90 H -1.54546 3.28758 6.91977  C87 1.093
91 H 0.06783 2.78298 7.46855  C87 1.094
92 H -0.82372 1.32734 5.85283  O88 0.962
93 C -3.92465 3.61813 -0.33343  O94 1.423, H95 1.089, H96 1.093, H97 1.093
94 O -4.31204 2.71893 -1.36547  C93 1.423, H98 0.962
95 H -2.88018 3.40665 -0.11113  C93 1.089
96 H -4.01167 4.66102 -0.64840  C93 1.093
97 H -4.51286 3.47203 0.57638  C93 1.093
98 H -5.23118 2.89685 -1.58701  O94 0.962
99 C 4.05768 3.61099 6.98255  O100 1.421, H101 1.088, H102 1.093, H103 1.093
100 O 4.16475 4.68353 6.05710  C99 1.421, H104 0.961
101 H 3.01915 3.28612 6.96702  C99 1.088
102 H 4.68938 2.76394 6.70142  C99 1.093
103 H 4.31092 3.92108 7.99968  C99 1.093
104 H 5.07615 4.98963 6.05184  O100 0.961
105 C -7.25370 -8.29236 6.43323  O106 1.421, H107 1.088, H108 1.093, H109 1.093
106 O -7.07081 -7.11426 5.66016  C105 1.421, H110 0.961
107 H -6.98869 -9.13205 5.79439  C105 1.088
108 H -6.60631 -8.30816 7.31385  C105 1.093
109 H -8.29188 -8.41458 6.75253  C105 1.093
110 H -7.29958 -6.35667 6.20593  O106 0.961
111 C 3.97689 -1.63479 -2.60761  O112 1.420, H113 1.087, H114 1.094, H115 1.095
112 O 4.90944 -1.75704 -1.54439  C111 1.420, H116 0.961
113 H 3.28056 -2.46475 -2.51403  C111 1.087
114 H 3.40907 -0.70134 -2.54446  C111 1.094
115 H 4.46287 -1.69688 -3.58640  C111 1.095
116 H 5.53194 -1.02688 -1.59567  O112 0.961

Summary:
Charge: 0
Multiplicity: 1
E in eV: -86231.0411
Frontier orbital gap in eV: 8.68
E_HOMO in eV: -8.51
SMILES: COC[C@@H](CCCCCCCSc1nnco1)N[C@H](I)[C@@H](C)I.CO.CO.CO.CO.CO.CO.CO.CO.CO.CO.CO

These are the Löwdin partial charges, in e, on atoms 1 to 2:
1. C -0.084
2. O -0.211